# 1
Below is a structure of composition C12H6BF4HgN4S in a non-equilibrium geometry, with properties calculated with wB97M-V/def2-TZVPD.

Structure (XYZ):
```
29
Properties=species:S:1:pos:R:3:forces:R:3:lowdin_spin:R:1
Hg -0.637 -0.412 1.969 -0.64 -0.39 0.12 0.0167
S 2.199 0.916 -5.209 -1.12 0.01 0.17 -0.0119
N 0.629 1.124 -4.747 1.63 -0.19 0.22 0.0068
C 0.646 0.791 -3.443 -4.55 1.47 -1.20 -0.0026
C -0.586 0.888 -2.583 1.78 -0.89 0.72 0.0192
C -1.854 1.408 -2.915 2.10 -1.47 0.17 0.0005
C -2.897 1.415 -2.008 1.60 1.41 -2.54 0.0204
C -2.614 1.061 -0.743 1.55 -2.41 1.96 0.0010
N -1.414 0.580 -0.347 0.88 -0.58 -0.88 0.0256
C -0.332 0.408 -1.244 -6.53 3.45 -0.88 0.0144
C 0.879 -0.005 -0.806 -0.32 -1.07 5.70 0.0408
N 0.941 -0.367 0.708 0.30 0.87 -4.82 0.2120
C 2.145 -0.923 1.023 -3.04 -0.04 3.82 0.2177
C 3.153 -1.058 0.167 6.12 -1.82 3.63 0.0820
C 3.289 -0.715 -1.146 -4.28 2.20 -0.18 0.3354
C 1.904 -0.002 -1.635 7.24 -4.05 3.22 0.0022
C 1.833 0.380 -2.924 1.78 0.61 -3.76 0.0047
N 2.853 0.388 -3.858 -1.08 0.06 1.11 -0.0133
H -1.925 1.663 -3.943 -0.55 0.61 -0.68 -0.0004
H -3.703 1.956 -2.404 -1.82 0.08 0.31 0.0011
H -3.378 0.861 -0.015 -0.35 0.73 0.43 -0.0005
H 1.995 -1.189 2.149 1.82 0.03 -2.09 0.0033
H 4.279 -1.412 0.982 -3.38 0.83 -3.10 0.0004
H 4.231 -0.655 -1.619 0.39 0.12 -0.80 0.0232
F -1.421 -1.130 6.942 -2.22 0.08 1.70 0.0000
B -2.422 -1.537 7.815 0.50 2.22 -2.27 0.0000
F -2.281 -2.703 8.283 0.44 -2.56 1.22 0.0000
F -3.556 -0.900 8.141 1.31 0.27 -0.66 0.0000
F -1.957 -0.831 3.408 0.45 0.40 -0.64 0.0010
```
Forces are in eV/Å.

⟨S²⟩: 0.77
ΔE to the lowest compared entry with this formula, charge and spin: 0.0 kJ/mol
multiplicity: 2
F_max: 8.9 eV/Å
Kohn-Sham gap (spin up / spin down): 5.27 / 8.17 eV

# 2
Below is a structure of composition C12H6BrCl2NO2ReS in a non-equilibrium geometry, with properties calculated with wB97M-V/def2-TZVPD.

Structure (XYZ):
```
26
Properties=species:S:1:pos:R:3:forces:R:3:lowdin_spin:R:1
Re 0.312 0.483 -0.538 0.68 -1.88 0.36 1.2278
Cl -1.033 2.296 -0.256 0.03 0.93 -0.51 0.0094
C -2.199 1.972 0.980 -1.29 -0.27 1.32 -0.0261
C -3.150 2.900 1.365 0.54 0.05 -0.52 -0.0066
C -4.055 2.553 2.374 0.21 -0.18 -0.10 -0.0613
C -4.008 1.312 2.980 0.19 -0.31 -0.01 0.0055
C -3.051 0.369 2.598 0.03 0.56 -0.32 -0.0507
Cl -2.995 -1.153 3.343 -0.08 -0.14 0.14 -0.0180
C -2.129 0.703 1.580 0.28 -0.39 -0.06 -0.0289
S -0.934 -0.468 1.099 -0.42 0.44 0.15 -0.2408
H -3.206 3.875 0.906 0.04 0.08 -0.08 0.0004
H -4.803 3.269 2.684 0.00 0.05 -0.03 -0.0028
H -4.708 1.051 3.757 -0.09 0.00 0.08 0.0010
Br 0.857 -3.005 0.787 0.36 0.05 -0.35 0.0041
C 1.943 -2.293 -0.578 -0.01 -0.96 0.51 0.0090
C 2.952 -3.120 -1.069 -0.45 0.14 0.34 -0.0024
C 3.790 -2.675 -2.069 -0.09 0.39 -0.13 -0.0035
C 3.595 -1.387 -2.564 -0.32 0.02 0.28 -0.0012
C 2.577 -0.636 -2.025 0.53 1.06 -1.04 0.0084
N 1.730 -1.041 -1.038 -0.37 0.33 0.17 0.0057
C 2.329 0.796 -2.546 2.40 -2.20 -1.05 0.0146
O 3.003 1.261 -3.407 -0.59 0.28 0.40 0.0213
O 1.327 1.318 -1.903 -1.51 1.96 0.36 0.1349
H 3.060 -4.109 -0.651 -0.03 -0.04 0.05 0.0001
H 4.579 -3.298 -2.464 0.04 -0.12 0.03 0.0000
H 4.216 -0.974 -3.347 -0.09 0.14 0.01 0.0001
```
Forces are in eV/Å.

⟨S²⟩: 1.08
multiplicity: 2
F_max: 3.4 eV/Å
net charge: +2
Kohn-Sham gap (spin up / spin down): 5.20 / 6.03 eV

# 3
Below is a structure of composition C12H6BrF3N2O2STl in a non-equilibrium geometry, with properties calculated with wB97M-V/def2-TZVPD.

Structure (XYZ):
```
28
Properties=species:S:1:pos:R:3:forces:R:3:lowdin_charge:R:1
Tl 0.040 -1.685 -1.564 0.07 -0.12 -0.09 0.8497
Br 3.845 -0.878 -3.033 0.07 -0.01 0.11 0.7931
C 4.046 -0.931 -1.161 -0.18 -0.04 0.11 -0.7194
C 5.279 -0.773 -0.546 -0.02 -0.01 -0.18 -0.0640
C 5.320 -0.813 0.837 0.05 -0.02 0.13 -0.0099
C 4.160 -0.995 1.578 0.03 -0.05 0.12 0.0163
C 3.002 -1.139 0.840 0.58 0.21 -0.10 -0.1228
N 2.943 -1.113 -0.448 -0.65 -0.02 0.12 0.0626
C 1.519 -1.279 1.696 -0.98 -0.17 -0.76 -0.5031
O 1.776 -1.126 2.864 0.21 0.02 0.21 0.2360
O 0.549 -1.472 0.974 0.71 0.11 0.36 -0.0857
H 6.172 -0.618 -1.133 -0.02 0.00 -0.02 0.1183
H 6.265 -0.690 1.350 0.00 0.00 0.00 0.1298
H 4.149 -1.023 2.656 0.02 0.02 -0.02 0.1268
F -4.342 3.670 -0.251 0.05 0.00 0.01 0.1557
C -3.182 3.049 -0.486 0.08 0.14 -0.06 -0.6155
F -2.298 3.473 0.430 -0.10 -0.03 -0.09 0.1444
F -2.750 3.441 -1.694 -0.07 -0.05 0.12 0.1375
C -3.354 1.545 -0.418 0.19 -0.03 -0.07 -0.0893
C -4.585 1.013 -0.083 -0.08 -0.04 0.01 0.0352
C -4.728 -0.362 0.011 0.03 0.11 -0.01 0.0147
C -3.617 -1.161 -0.245 0.03 -0.04 0.00 -0.0937
N -2.447 -0.663 -0.592 0.41 -0.29 -0.13 -0.0327
C -2.276 0.668 -0.683 -0.35 0.34 0.16 -0.6721
S -0.711 1.242 -1.102 -0.04 -0.01 0.02 0.8004
H -5.423 1.670 0.103 0.01 -0.01 0.02 0.1361
H -5.678 -0.807 0.271 0.01 -0.02 0.02 0.1246
H -3.672 -2.241 -0.171 -0.07 0.02 -0.02 0.1271
```
Forces are in eV/Å.

F_max: 1.2 eV/Å
net charge: +1
Kohn-Sham gap (spin up / spin down): 6.44 / 5.90 eV

# 4
Below is an isolated molecule of C12H6ClN5O2 in a non-equilibrium geometry, with properties calculated with wB97M-V/def2-TZVPD.

Structure (XYZ):
```
26
Properties=species:S:1:pos:R:3:forces:R:3:lowdin_charge:R:1
O -1.197 0.969 2.149 -1.51 2.19 -0.15 -0.0151
N -0.586 0.372 1.254 2.50 0.78 2.33 -0.1379
C -0.176 -0.863 1.507 -0.21 -1.81 -0.82 -0.1276
C -0.532 -1.765 2.584 1.95 -3.25 -2.83 0.0807
C -0.079 -3.107 2.441 -2.08 3.08 2.26 0.0269
C 0.696 -3.472 1.320 0.03 1.44 -0.82 -0.2676
N 1.261 -4.581 1.045 1.12 -1.53 -0.84 0.1368
O 2.048 -4.389 -0.062 -0.91 2.42 0.62 -0.0538
N 1.984 -2.993 -0.458 -0.71 -1.82 0.35 0.2072
C 1.087 -2.479 0.342 2.51 -3.46 -0.48 -0.1858
C 0.698 -1.169 0.465 -0.76 0.43 0.34 -0.2238
N 1.001 -0.172 -0.296 -0.80 2.74 0.78 0.1887
N 0.331 0.888 0.325 1.09 -1.00 -2.26 0.0459
C 0.655 2.248 -0.047 -3.18 0.37 0.78 -0.1477
C -0.340 3.231 0.308 -0.45 -3.78 0.51 -0.0453
C -0.222 4.518 0.032 -0.58 3.21 -0.72 -0.0857
C 0.881 4.991 -0.748 -0.99 -1.37 1.45 -0.0482
C 1.803 4.057 -1.105 -0.50 -0.22 -0.50 -0.1202
C 1.684 2.680 -0.832 0.46 0.52 0.58 -0.6365
Cl 2.943 1.711 -1.394 0.90 -0.72 -0.46 0.7609
H -1.102 -1.456 3.391 -0.93 0.58 1.34 0.0891
H -0.298 -3.779 3.278 0.21 0.02 -0.61 0.1206
H -1.293 2.834 0.709 0.92 0.41 0.13 0.1184
H -1.105 5.128 0.365 1.28 -0.16 -0.62 0.1291
H 1.037 5.990 -1.055 -0.17 0.91 -0.08 0.0965
H 2.580 4.367 -1.758 0.82 0.02 -0.28 0.0942
```
Forces are in eV/Å.

F_max: 4.7 eV/Å
SMILES string: [O-][n+]1c2ccc3nonc3c2nn1-c1ccccc1Cl
Kohn-Sham gap: 7.72 eV